Molecular formula: C2H4ClOP
Method: DFT, wB97M-V/def2-TZVPD

Geometry as XYZ:
```
9
Properties=species:S:1:pos:R:3:forces:R:3:nbo_charge:R:1
C -0.123061 0.459275 -0.348578 -0.373 2.254 0.547 -0.647
C 1.300960 0.303379 0.143526 0.211 0.870 -2.045 -0.556
O 3.471683 -1.374746 -0.125330 3.077 -1.295 0.252 -1.004
P 2.133990 -1.000989 -0.444373 -2.691 1.380 0.516 1.584
Cl 2.270038 1.700916 0.496333 -0.424 0.097 0.451 0.031
H -0.386658 1.383104 -1.058553 1.049 -2.239 1.159 0.230
H -0.434274 -0.518339 -0.720154 -0.414 0.357 -0.185 0.223
H -0.674689 0.706450 0.574595 -0.319 -0.333 -0.388 0.226
H 1.075769 -1.861555 -0.617962 -0.114 -1.092 -0.308 -0.086
```
Forces are in eV/Å.

## Properties
HOMO-LUMO gap, eV: 8.551
Spin multiplicity: 1
Energy above the lowest of the compared OMol25 structures with the same formula, charge and spin, kcal/mol: 49.08